## one
# C3H15NO3

A 5-piece molecular cluster, C3H15NO3 overall (ωB97M-V/def2-TZVPD, OMol25).

The geometry in ORCA input format:
```
! wB97M-V def2-TZVPD RIJCOSX def2/J DEFGRID3
* xyz 0 1
C -1.26823 1.37299 -0.29432
C 0.13362 0.81391 -0.02943
N 0.37990 -0.15100 -1.04815
C 1.70090 -0.76689 -0.90102
H -1.95087 0.54620 -0.11659
H -1.28156 1.95798 -1.20686
H -1.57932 2.06200 0.49720
H -0.03006 0.17216 0.91892
H 0.88030 1.61281 0.02920
H 0.51107 0.60092 -1.93739
H 2.37307 -0.25710 -1.59717
H 2.01455 -0.78103 0.14052
H 1.68210 -1.80950 -1.23069
H 1.29429 -1.88046 3.27140
H -1.38124 -1.25989 1.13060
O -1.43536 -1.95134 0.44406
H 0.36116 1.34718 -3.66619
H -0.77767 -1.66366 -0.20026
O 0.29715 1.68164 -2.76271
H -1.27010 0.21825 3.17635
H 0.58169 -1.74830 3.10447
O -1.23540 -0.11686 2.27805
*
```

## Properties
**Molar mass**: 113.16 g/mol
**Frontier orbital gap**: 4.793 eV



## two
# C3H15NO3

A 4-piece molecular cluster, C3H15NO3 overall (ωB97M-V/def2-TZVPD, OMol25).

The geometry in ORCA input format:
```
! wB97M-V def2-TZVPD RIJCOSX def2/J DEFGRID3
* xyz 0 1
C -1.98131 1.24430 1.26172
C -0.64797 1.27714 0.44670
C -0.75385 2.42259 -0.65670
N -0.13141 0.04306 -0.13652
H -2.07376 2.03025 1.92747
H -1.92658 0.22416 1.74092
H -2.81920 1.25976 0.55607
H -0.02312 1.72163 1.15175
H 0.14222 2.47664 -1.21867
H -0.97919 3.42684 -0.19999
H -1.60031 2.20057 -1.39892
H 0.14116 -0.53882 0.74381
H -0.99243 -0.43419 -0.54461
H 2.11573 -0.67742 -0.39437
H 2.68127 -0.99835 0.92321
O 2.06316 -1.38809 0.29941
H 0.79591 0.33890 -1.46550
H 1.93493 -0.48313 -2.20050
O 1.72487 0.43238 -1.94302
H 1.15361 -4.68925 1.11309
H 0.48795 -4.67899 -0.40714
O 0.68833 -5.20996 0.40178
*
```

## Properties
**Molar mass**: 113.16 g/mol
**SMILES**: CC(C)N.O.O.O
**Frontier orbital gap**: 10.698 eV



Verdict on stability: two comes out on top.



## one
# CH3NOP2S

The molecule CH3NOP2S (ωB97M-V/def2-TZVPD, OMol25).

The geometry in ORCA input format:
```
! wB97M-V def2-TZVPD RIJCOSX def2/J DEFGRID3
* xyz 0 1
C -1.20974 -0.55884 0.18864
N -1.55217 0.02445 -0.83421
O 1.45782 -0.08585 0.11290
P 0.54792 -1.38219 0.41578
P 2.20726 1.31913 -0.21039
S 0.89572 2.57972 -0.94407
H -1.81782 -0.60050 1.07830
H 0.38554 -1.25610 1.80650
H -0.91453 -0.03982 -1.61345
*
```

## Properties
**Molar mass**: 139.06 g/mol
**SMILES**: [H]/N=C\POP=S
**Frontier orbital gap**: 7.895 eV



## two
# CH3NOP2S

CH3NOP2S as an isolated structure (ωB97M-V/def2-TZVPD, OMol25).

The geometry in ORCA input format:
```
! wB97M-V def2-TZVPD RIJCOSX def2/J DEFGRID3
* xyz 0 1
C 0.71596 1.27348 0.24820
N -0.34011 1.46920 -0.54376
O -0.81313 -0.47690 0.91326
P 0.79582 -0.12951 1.34157
P -1.44891 0.37408 -0.29554
S -3.33341 0.15667 -0.60143
H 1.59671 1.72090 -0.20174
H 1.37840 -2.05433 -0.11186
H 1.44866 -2.33360 -0.74871
*
```

## Properties
**Molar mass**: 139.06 g/mol
**Frontier orbital gap**: 7.424 eV



## three
# CH3NOP2S

The molecule CH3NOP2S (ωB97M-V/def2-TZVPD, OMol25).

The geometry in ORCA input format:
```
! wB97M-V def2-TZVPD RIJCOSX def2/J DEFGRID3
* xyz 0 1
C 0.81498 -0.64323 -0.08600
N -0.30269 -1.48667 -0.39031
O -0.81676 1.47135 0.23236
P 0.48652 1.11573 -0.65234
P -2.30318 0.69956 0.49361
S -1.84067 -1.23223 -0.01793
H 1.59484 -1.08302 -0.66177
H 1.26501 1.93343 0.02746
H 1.10195 -0.77492 1.05491
*
```

## Properties
**Molar mass**: 139.06 g/mol
**Frontier orbital gap (spin up / spin down)**: 7.433 / 7.221 eV



## four
# CH3NOP2S

The molecule CH3NOP2S (ωB97M-V/def2-TZVPD, OMol25).

The geometry in ORCA input format:
```
! wB97M-V def2-TZVPD RIJCOSX def2/J DEFGRID3
* xyz 0 1
C 0.65043 0.62095 0.96673
N 1.33783 -0.49451 0.99622
O 0.32522 0.63978 -1.70379
P -0.06276 1.37990 -0.51794
P -0.71001 -1.80125 -1.06214
S 0.88079 -1.87588 0.20917
H 0.60648 1.33240 1.74624
H -1.47520 1.19870 -0.45230
H -1.55278 -1.00009 -0.18218
*
```

## Properties
**Molar mass**: 139.06 g/mol
**Frontier orbital gap (spin up / spin down)**: 7.168 / 6.210 eV



Verdict on stability: one comes out on top.



## one
# C6H6N2O

C6H6N2O as an isolated structure (ωB97M-V/def2-TZVPD, OMol25).

The geometry in ORCA input format:
```
! wB97M-V def2-TZVPD RIJCOSX def2/J DEFGRID3
* xyz 0 1
C -3.02841 1.16825 -0.01660
C -0.60694 0.96535 -0.74295
C 0.02538 -0.04902 -0.05280
C -2.05593 0.40611 -0.69106
C -1.17459 -0.89020 0.43258
C 1.51678 -0.29582 0.35717
N -3.81066 1.73512 0.57430
N -1.42479 -2.03322 -0.38408
O -2.21904 -2.81659 0.17285
H -0.26160 1.67202 -1.44516
H -2.23117 -0.26396 -1.52554
H -1.53109 -0.96638 1.48821
H 1.99525 -0.80769 -0.49745
H 1.70989 -0.94967 1.34668
H 2.03163 0.60938 0.41254
*
```

## Properties
**Molar mass**: 122.13 g/mol
**Frontier orbital gap (spin up / spin down)**: 8.623 / 8.621 eV



## two
# C6H6N2O

The molecule C6H6N2O (ωB97M-V/def2-TZVPD, OMol25).

The geometry in ORCA input format:
```
! wB97M-V def2-TZVPD RIJCOSX def2/J DEFGRID3
* xyz 0 1
C -1.16312 0.82699 0.38276
C -3.20262 1.03228 -0.27346
C -1.13149 -0.57006 0.04495
C -3.63435 -0.41342 -0.01801
C 0.18132 -1.12244 0.04011
C 1.46059 -0.40796 -0.10660
N -2.13607 1.60375 0.07724
N -2.50321 -1.02659 -0.13576
O -4.77496 -0.79924 0.10466
H -0.32014 1.24302 0.91877
H -3.75643 1.48083 -0.96501
H 0.12001 -2.18255 -0.01532
H 1.36767 0.71350 -0.18817
H 2.12741 -0.68983 -0.87263
H 2.16065 -0.69469 0.80717
*
```

## Properties
**Molar mass**: 122.13 g/mol
**Frontier orbital gap**: 6.879 eV



Verdict on stability: two comes out on top.



## one
# ClFeH10O5

ClFeH10O5 as an isolated structure (ωB97M-V/def2-TZVPD, OMol25).

The geometry in ORCA input format:
```
! wB97M-V def2-TZVPD RIJCOSX def2/J DEFGRID3
* xyz 1 5
Fe 0.22804 -0.35452 -0.18311
Cl 1.33430 -1.57270 -2.07043
O -0.51782 0.89821 1.27078
H -0.83672 1.79267 1.15044
H -1.17797 0.48043 1.82385
O -1.71758 -1.01247 -0.69520
H -2.61155 -0.96101 -0.35697
H -1.82266 -1.05475 -1.64567
O 1.99106 0.76353 0.21274
H 2.04627 1.44558 0.88206
H 2.72749 0.94127 -0.37233
O -0.23405 1.33834 -1.40644
H -1.10091 1.60690 -1.71085
H 0.31688 2.10957 -1.54027
O 0.42602 -1.81903 1.32742
H -0.27959 -2.34431 1.70483
H 1.22879 -2.25767 1.60916
*
```

## Properties
**Molar mass**: 181.37 g/mol
**Frontier orbital gap (spin up / spin down)**: 8.293 / 8.211 eV
**⟨S²⟩**: 6.006



## two
# ClFeH10O5

ClFeH10O5 as an isolated structure (ωB97M-V/def2-TZVPD, OMol25).

The geometry in ORCA input format:
```
! wB97M-V def2-TZVPD RIJCOSX def2/J DEFGRID3
* xyz 1 5
Fe 0.34551 -0.15895 0.05786
Cl 3.20346 -2.02735 0.97166
O 0.07760 0.39145 2.97838
H -0.73990 0.24637 3.45469
H 0.72235 0.58024 3.66020
O -1.81400 1.54679 -0.71686
H -2.73682 1.38696 -0.91457
H -1.58060 2.30282 -1.25554
O -1.26150 -2.57772 0.68812
H -2.14755 -2.91933 0.80828
H -0.70166 -3.18894 1.16689
O 1.81903 2.36245 -0.46904
H 2.66068 2.45913 -0.91458
H 1.61668 3.24020 -0.14523
O 0.31752 -1.07063 -2.78790
H 0.45000 -0.72802 -3.67181
H -0.23084 -1.84554 -2.91056
*
```

## Properties
**Molar mass**: 181.37 g/mol
**Frontier orbital gap (spin up / spin down)**: 5.945 / 4.675 eV
**⟨S²⟩**: 6.011



Verdict on stability: one comes out on top.



## one
# C19H27N3O3

A 2-piece molecular cluster, C19H27N3O3 overall (ωB97M-V/def2-TZVPD, OMol25).

The geometry in ORCA input format:
```
! wB97M-V def2-TZVPD RIJCOSX def2/J DEFGRID3
* xyz 0 1
C 3.74576 1.82932 4.67076
O -0.83708 -4.27134 -2.85215
O -4.00663 -0.92869 -3.42463
N 2.76012 2.03352 4.07996
O 2.66018 -0.63136 1.59196
C -0.13809 -3.41907 -3.38115
C -3.03243 -1.53996 -3.84663
C 0.32730 -0.62238 0.99709
C 2.05307 -0.26789 -0.69241
C -0.66420 -0.49368 0.00423
C 1.05950 -0.12439 -1.68001
C 1.69067 -0.51615 0.64715
C -0.30169 -0.24959 -1.33580
N -3.17799 -2.14181 -5.03706
N -0.52812 -2.15857 -3.56543
C 1.24178 -3.77657 -3.88116
C -2.29320 -3.03943 -5.77717
C -0.35445 3.50594 5.32610
C 0.83438 4.31111 4.79277
C -0.04223 2.00663 5.33470
C 1.24097 3.83401 3.39079
C 0.36733 1.51603 3.93863
C 1.52600 2.32727 3.34332
C -1.37827 -0.18958 -2.40818
C -1.74314 -1.57491 -2.97778
H 2.36925 -0.34687 2.46160
H 0.04848 -0.83407 2.01722
H 3.09900 -0.17734 -0.94370
H -1.70765 -0.60383 0.26791
H 1.34525 0.07351 -2.70232
H -4.09600 -1.99924 -5.43032
H 0.11316 -1.53309 -4.01988
H 1.98199 -3.18663 -3.34277
H 1.41962 -4.83528 -3.69432
H 1.30594 -3.57670 -4.94810
H -2.08981 -3.93259 -5.18283
H -1.36004 -2.53619 -6.03084
H -2.78062 -3.35008 -6.70257
H -0.59374 3.83609 6.34212
H -1.23233 3.69270 4.69878
H 0.57126 5.37299 4.75688
H 1.68376 4.20296 5.47557
H 0.76982 1.80902 6.04260
H -0.92184 1.45156 5.67582
H 2.13011 4.38113 3.06237
H 0.43465 4.06143 2.68695
H 0.65411 0.46228 3.99850
H -0.49353 1.58945 3.26682
H 1.66474 2.02993 2.29845
H -2.26636 0.26735 -1.97001
H -1.04582 0.45585 -3.22199
H -2.01294 -2.19283 -2.11985
*
```

## Properties
**Molar mass**: 345.44 g/mol
**Frontier orbital gap**: 9.301 eV



## two
# C19H27N3O3

The molecule C19H27N3O3 (ωB97M-V/def2-TZVPD, OMol25).

The geometry in ORCA input format:
```
! wB97M-V def2-TZVPD RIJCOSX def2/J DEFGRID3
* xyz 0 1
C 7.18575 0.33785 0.72268
C 6.44900 -0.88580 1.26034
O 5.62815 -1.49862 0.28740
C 4.44057 -0.92691 -0.05681
C 3.85945 0.17859 0.55598
C 2.63342 0.64992 0.12009
C 1.95658 0.03826 -0.92542
C 2.54252 -1.06558 -1.53498
C 3.76461 -1.54232 -1.11146
H 4.22263 -2.39781 -1.58247
H 2.03764 -1.55666 -2.35493
C 0.62432 0.57015 -1.37978
N -0.43377 0.27908 -0.40606
C -0.56558 -1.16305 -0.25308
C -1.62553 -1.52565 0.77538
N -2.89845 -0.99570 0.33307
C -2.78210 0.44728 0.25164
H -3.74767 0.86212 -0.04577
C -1.72864 0.85339 -0.78528
C -1.70194 2.38628 -0.91593
H -2.70695 2.71757 -1.18458
C -1.28208 3.12168 0.36307
H -1.19700 4.19239 0.15247
O -0.03621 2.71791 0.86344
H -0.02175 1.74442 0.83114
H -2.05921 2.99653 1.13240
H -1.03753 2.67592 -1.73062
H -2.04791 0.43712 -1.76173
H -2.51325 0.86399 1.23671
C -3.99841 -1.39752 1.19270
C -5.30125 -1.04618 0.56423
N -6.25581 -0.43540 1.21459
O -7.29437 -0.27926 0.36280
C -6.96604 -0.79516 -0.82555
C -5.70629 -1.30459 -0.77365
H -5.13645 -1.78137 -1.54095
H -7.70239 -0.73768 -1.60214
H -3.95047 -2.48519 1.31050
H -3.95013 -0.93760 2.19405
H -1.69582 -2.61335 0.85029
H -1.33710 -1.12294 1.76270
H 0.40057 -1.55979 0.06511
H -0.83926 -1.63202 -1.21453
H 0.70982 1.65285 -1.47653
H 0.37013 0.14640 -2.36688
H 2.20201 1.51622 0.59821
H 4.34658 0.68613 1.37359
H 5.86711 -0.62987 2.15455
H 7.17020 -1.66209 1.53191
H 7.84118 0.73820 1.49129
H 6.48398 1.11037 0.41808
H 7.78312 0.05747 -0.14130
*
```

## Properties
**Molar mass**: 345.44 g/mol
**SMILES**: CCOc1ccc(CN2CCN(Cc3ccon3)C[C@H]2CCO)cc1
**Frontier orbital gap**: 9.229 eV



Verdict on stability: one comes out on top.